Record 1
# C28H42BrNO11P2Tl

A structure of composition C28H42BrNO11P2Tl at a distorted geometry (ωB97M-V with the def2-TZVPD basis set, the Open Molecules 2025 dataset).

Calculated values
- ΔE to the lowest compared entry with this formula, charge and spin (eV) = 1.113

The geometry in ORCA input format:
```
! RIJCOSX wB97M-V def2-TZVPD def2/J DEFGRID3
* xyz 1 1
C -5.53 0.34 1.21
C 3.49 -2.29 -5.01
H -1.65 4.82 4.32
H 5.17 4.78 3.55
H -2.37 3.21 2.56
C -4.35 0.13 0.54
H 4.65 1.46 -4.85
H -1.50 -0.44 3.82
O 3.06 1.35 2.08
H 3.27 0.68 0.13
C -3.74 2.10 3.79
N -4.81 1.88 -0.93
O -1.36 2.20 4.05
C 0.00 -1.90 3.36
Tl -0.31 0.36 -0.67
H -6.53 2.97 -0.69
H -3.84 1.80 4.83
H 3.53 6.64 2.81
H -4.62 2.67 3.50
H -0.11 -1.72 2.29
H 3.47 -1.73 0.82
Br -7.97 1.79 1.68
O 1.43 2.11 0.26
H 3.21 -1.22 2.50
H 2.32 5.48 3.36
O -0.97 1.23 1.72
H -5.82 -0.27 2.06
C 0.81 -2.87 -2.43
O -2.44 -1.24 0.21
H 0.59 -1.03 5.96
C 2.50 -1.22 -2.58
H -3.66 1.21 3.18
C -0.43 -0.85 5.63
P 2.11 2.49 1.51
C -2.50 2.96 3.62
C 4.04 -1.10 -4.46
C -4.01 0.92 -0.55
H -0.90 -3.84 -3.21
H -0.79 0.06 6.12
C -0.47 -0.68 4.13
H 5.20 3.24 2.68
O 2.08 -0.82 -1.47
H 2.21 6.18 1.73
H 1.05 -2.10 3.58
O 0.44 -2.29 -1.42
C -6.35 1.39 0.78
H -0.04 -4.76 -1.98
P -0.32 1.62 2.99
H 1.50 2.93 3.86
H 5.55 -0.26 0.54
O 2.99 3.77 1.17
H 5.97 0.77 -3.86
H 0.52 3.84 2.68
C -3.28 -1.01 1.05
C 4.55 4.03 3.07
C 3.02 -0.97 1.46
C 3.76 4.69 1.95
H 3.88 3.60 3.80
H 6.20 1.01 -5.61
C -5.94 2.14 -0.31
C 0.99 2.88 2.90
H -2.63 3.97 5.51
O -3.57 -1.38 2.16
H 4.45 5.11 1.21
H 5.46 1.46 0.95
O 0.37 0.45 3.79
H 3.91 -2.67 -5.93
C 0.09 -4.13 -2.86
C 2.89 5.82 2.50
H -0.59 -2.76 3.63
C 5.12 0.46 1.22
C -2.55 4.23 4.46
H 0.61 -4.67 -3.64
H 3.96 0.29 -2.81
H -1.05 -1.69 5.93
H 1.95 -0.95 1.28
C 1.92 -2.39 -3.20
C 3.60 0.40 1.14
O 5.03 -0.55 -5.17
H 1.96 -3.74 -4.88
C 5.48 0.75 -4.84
H -3.41 4.82 4.18
H -3.10 0.77 -1.10
C 3.54 -0.58 -3.29
C 2.43 -2.89 -4.40
H 5.45 0.24 2.23
*
```



Record 2
# C6H17N2

The ion C6H17N2 with charge +1 at a distorted geometry (ωB97M-V with the def2-TZVPD basis set, the Open Molecules 2025 dataset).

Calculated values
- ΔE to the lowest compared entry with this formula, charge and spin (eV) = 0.955
- SMILES = C[NH2+]CCNC(C)C

The geometry in ORCA input format:
```
! RIJCOSX wB97M-V def2-TZVPD def2/J DEFGRID3
* xyz 1 1
H -3.39 0.99 -1.42
H 1.10 -1.38 0.44
C -2.35 1.26 -1.26
H -3.39 0.12 1.21
H 3.07 -1.33 2.36
H -0.89 -0.86 -1.30
C -1.67 0.56 -0.09
N 1.69 -0.67 0.89
H 1.19 -0.49 1.75
H -3.09 -1.07 0.01
H 3.01 -2.42 0.97
H -1.98 -0.92 1.43
C 1.70 0.55 0.07
H -1.83 1.13 -2.21
C -2.57 -0.37 0.68
H 0.36 1.49 -1.36
H 1.01 -0.02 -1.97
H 3.85 -0.96 0.83
H -1.25 1.27 0.63
C 0.63 0.47 -1.07
H -2.37 2.35 -1.09
H 1.42 1.43 0.64
C 2.94 -1.38 1.27
N -0.51 -0.30 -0.53
H 2.67 0.78 -0.36
*
```



Record 3
# C12H26AlO3

A structure of composition C12H26AlO3 (ωB97M-V with the def2-TZVPD basis set, the Open Molecules 2025 dataset).

The geometry in ORCA input format:
```
! RIJCOSX wB97M-V def2-TZVPD def2/J DEFGRID3
* xyz -1 1
H -2.00 -0.85 -1.13
H 1.81 0.53 -0.16
O -1.67 4.41 2.20
H -2.58 2.84 -0.54
H 3.78 -1.47 3.43
H -2.56 -0.90 1.91
Al -0.23 -0.90 0.75
C 0.31 -1.99 -3.27
C -1.85 3.49 1.43
O 2.50 -0.08 1.66
H -2.43 1.10 0.27
C -0.91 -0.94 -1.18
H 2.11 -2.48 -2.15
H 1.33 -0.91 3.15
H 4.12 0.24 3.73
H 3.09 -0.67 4.88
H -1.43 -2.77 -2.24
C 1.38 0.37 0.84
O -1.45 2.25 1.73
C -2.42 3.74 0.05
C 1.81 -1.83 -2.97
H 0.20 -2.90 -3.87
H -1.23 -0.91 -4.38
C -0.17 -0.83 -4.15
C 2.13 -0.16 3.00
H -3.36 4.28 0.15
H -0.54 -0.02 -1.66
H -1.41 0.00 2.92
H -1.71 4.39 -0.46
H 0.20 -2.38 1.27
C -1.75 -0.15 1.89
C 3.35 -0.54 3.83
H 0.06 -2.87 -1.34
C -2.33 1.15 1.36
H 1.09 1.37 1.20
H 1.72 0.80 3.34
H 0.41 -0.82 -5.08
H 2.06 -0.79 -2.70
H -3.33 1.39 1.77
H 0.01 0.13 -3.66
H 2.41 -2.10 -3.85
C -0.53 -2.20 -1.98
*
```



Record 4
# C22H30BrIN3O4PRhS3

A structure of composition C22H30BrIN3O4PRhS3 (ωB97M-V with the def2-TZVPD basis set, the Open Molecules 2025 dataset).

Calculated values
- ΔE to the lowest compared entry with this formula, charge and spin (eV) = 0.000

The geometry in ORCA input format:
```
! RIJCOSX wB97M-V def2-TZVPD def2/J DEFGRID3
* xyz -1 1
C -0.65 -2.54 1.06
N -0.11 -0.38 1.78
Rh 0.15 -0.08 -0.11
C -2.43 0.10 -4.84
H -3.47 0.08 -4.56
H -4.59 0.31 2.27
S 2.35 -0.81 0.02
H -1.02 -4.83 -1.96
O -2.66 1.45 1.65
C -5.42 0.09 1.60
C -0.71 0.14 -6.52
H -7.53 0.84 -0.02
N -0.48 -2.06 -0.18
H -4.77 2.77 1.67
H -5.30 -0.91 1.20
H -1.75 0.15 -2.80
S 0.79 2.02 0.57
Br 2.07 0.22 -6.05
C -5.60 2.52 1.00
C -0.11 0.16 -4.18
C -3.73 2.87 -2.53
C -2.70 3.54 -1.63
H -3.69 3.32 -3.52
C -6.56 0.78 -0.52
P -2.78 1.49 0.17
O -2.76 3.04 -0.28
H -4.74 3.00 -2.13
H -6.43 -0.22 -0.92
I 1.30 0.07 -2.59
C -1.12 -4.72 0.19
C -3.02 5.02 -1.48
H 0.31 5.28 3.11
H -6.37 0.14 2.15
O -1.84 0.70 -0.71
H -2.30 5.49 -0.80
H -5.61 3.24 0.18
C -5.44 1.11 0.46
H -2.96 5.52 -2.45
H -0.48 4.38 1.79
H -4.02 5.15 -1.07
H -1.36 -5.76 0.33
O -4.24 0.97 -0.32
H -0.41 0.15 -7.56
C -0.60 -2.87 -1.22
H -0.60 -1.81 3.18
H 1.29 4.59 1.79
H -6.55 1.49 -1.35
C -2.06 0.11 -6.18
H -2.81 0.08 -6.96
H -1.25 3.81 -3.21
S 0.54 2.96 3.42
C 0.41 4.45 2.41
C 0.40 1.70 2.20
H -1.04 2.31 -2.27
C 0.25 0.17 -5.52
C -0.97 -3.87 1.28
C -0.45 -1.58 2.13
H -0.43 -2.42 -2.20
C -1.46 0.13 -3.84
H -6.53 2.60 1.55
H -0.56 3.85 -1.57
C -0.93 -4.21 -1.09
N 0.04 0.56 2.72
H -1.09 -4.23 2.29
C -1.30 3.37 -2.21
H -3.53 1.81 -2.62
*
```



Record 5
# C60H156N21O11P5

A cluster of 11 separate species, C60H156N21O11P5 in total at a distorted geometry (ωB97M-V with the def2-TZVPD basis set, the Open Molecules 2025 dataset).

Calculated values
- SMILES = CN(C)P(=O)(N(C)C)N(C)C.CN(C)P(=O)(N(C)C)N(C)C.CN(C)P(=O)(N(C)C)N(C)C.CN(C)P(=O)(N(C)C)N(C)C.CN(C)P(=O)(N(C)C)N(C)C.CC1(C)CCCC(C)(C)N1O.CC1(C)CCCC(C)(C)N1O.CN(C)C=O.CN(C)C=O.CN(C)C=O.CN(C)C=O

The geometry in ORCA input format:
```
! RIJCOSX wB97M-V def2-TZVPD def2/J DEFGRID3
* xyz 0 1
H 2.80 -3.57 -2.68
H 2.37 -0.61 9.61
H 2.36 -6.72 -2.69
H 0.64 6.62 9.80
H -1.55 -2.61 -5.31
H 5.24 -2.54 -0.90
N -4.93 1.84 4.58
N 3.50 -0.06 7.88
H 7.88 6.80 1.13
H -1.69 1.68 -1.41
C -0.18 6.88 9.12
H -5.20 0.92 0.40
H 7.50 -5.80 -4.94
H -5.11 -2.04 -3.07
H 3.44 -1.16 1.28
H 6.78 3.29 1.83
H -2.34 5.21 6.96
C -0.81 -5.35 -3.80
C 7.88 -4.78 -4.88
H -1.87 5.34 5.32
C -4.16 -1.09 -7.71
H -3.59 -1.35 -2.41
H 2.67 6.39 2.06
H -2.75 -0.19 -5.53
C -9.16 1.94 1.60
C 4.95 3.96 0.90
H -0.65 7.82 9.40
C 1.12 -5.40 -0.44
H 5.27 2.70 2.68
H 3.18 3.53 7.39
H 2.88 4.79 0.58
H -6.58 -3.92 -6.28
H -5.66 -3.63 -4.87
N -0.45 4.19 6.39
H 3.09 -0.29 -0.17
C -5.31 1.58 -0.46
O 5.07 -5.69 -3.51
H 1.20 -2.19 0.97
C 0.95 3.98 9.33
H -1.14 -2.59 1.94
C 3.78 -5.42 -6.00
H -0.93 -8.36 -1.93
H 0.04 4.52 9.58
O 2.18 1.11 -2.61
H -5.92 0.96 -1.12
H 4.56 -2.09 -5.85
C -1.46 -1.04 0.65
N 1.56 -6.76 -0.69
C -4.93 0.28 4.49
C -1.79 4.68 6.19
C -7.85 -1.65 -5.58
C 5.29 -3.40 -1.57
N 5.80 4.97 0.09
P 0.86 -7.94 0.40
H 3.33 -0.32 -4.59
C 2.74 0.29 9.12
N 6.84 -3.87 -4.80
H -5.58 4.61 1.20
H 1.16 3.02 5.65
O 1.64 5.73 5.81
H 3.67 6.95 -0.04
H -1.03 -1.11 2.83
N 1.49 0.81 -4.89
N -4.21 -0.92 -4.37
N -4.82 -0.05 -6.96
O -6.21 0.82 -4.92
H -4.31 -0.06 5.32
C 1.25 -10.42 -0.93
H 2.11 0.16 3.28
C 3.97 -2.94 -6.19
H 2.89 -5.79 -5.49
C -1.49 0.63 -1.21
H -1.52 8.19 7.24
N -0.76 -3.99 -3.80
H -1.04 -5.83 -2.83
H -4.53 0.05 3.50
H 4.35 -2.96 -7.21
H -3.52 -1.72 -7.10
H -0.99 6.20 9.35
C 2.50 -0.26 -5.30
H 0.47 0.97 3.15
C 4.84 0.17 7.75
C 1.34 -0.13 1.34
O -0.69 -6.08 -4.76
N 1.62 4.76 8.30
N -0.02 6.69 7.68
H -8.41 -2.58 -5.70
H 2.25 -10.25 -0.53
H -4.36 4.33 -0.21
C 2.99 4.35 8.07
H -3.41 3.31 4.35
C -1.75 1.37 1.09
H -4.47 1.56 -8.31
N 0.47 -9.22 -0.69
H -0.98 -10.15 -1.75
C -8.98 3.48 -2.74
H -5.53 3.76 4.74
H 2.91 -2.70 -6.22
H -3.30 1.41 -6.98
H 2.39 0.57 6.17
H 6.54 -1.78 -5.13
H 2.12 -8.88 3.28
H 3.09 -2.29 -3.83
H 3.27 0.96 9.79
H 1.95 -1.20 -5.20
H 0.81 -11.40 -0.76
N 0.46 0.48 0.30
H 3.43 -0.74 5.92
H 4.11 3.20 -1.00
C 0.57 1.32 -5.96
N -5.92 2.90 0.04
H 1.58 3.98 10.23
H 1.99 -1.05 6.82
H 8.51 -4.86 -3.99
H 5.11 1.94 -0.12
C 1.99 -9.41 2.34
C -0.91 -9.19 -1.23
H 4.82 -4.28 -1.12
H -8.78 1.07 2.14
H 3.88 -7.82 2.37
H 4.26 6.13 2.88
C 6.20 7.14 -0.86
H -5.08 -0.37 -2.45
H 6.88 6.18 2.37
H 1.48 -10.39 -1.99
P 5.24 -4.31 -4.08
C 3.72 6.12 1.93
C 3.38 -2.66 -2.85
C -6.49 3.71 -2.85
H 3.55 -6.64 -1.53
C 4.42 6.98 0.75
H -2.93 1.91 5.21
C 3.63 4.71 1.37
H 7.27 6.90 -0.91
C 3.05 -7.32 1.86
H 8.39 -4.60 -5.82
C 6.86 6.84 1.51
H -4.86 -3.05 -6.20
N 4.79 -3.08 -2.90
H 3.60 5.21 7.80
C -0.78 -1.56 1.87
H -3.21 0.66 -3.96
H 3.64 -5.31 -7.08
H -1.40 1.52 2.12
H -0.28 -2.34 -2.62
C -8.72 0.80 -0.47
O 5.60 0.34 8.64
H -9.15 2.57 -3.31
N 2.28 -8.43 1.29
C 7.17 -2.60 -5.47
H -10.24 1.84 1.56
H -4.29 1.70 -0.80
H 2.86 -0.23 -6.32
P -7.56 3.34 -0.22
H -9.14 4.37 -3.34
H -3.55 -0.74 -8.54
H 3.40 0.58 1.42
H -0.70 -3.76 -1.60
H -1.55 2.32 0.60
C 5.76 6.41 0.43
H 1.80 0.71 8.76
H -8.32 0.75 -1.48
H -5.00 -1.61 -8.16
H 0.04 -5.44 -0.31
H 0.90 2.94 9.00
H -0.47 2.29 5.87
H 2.82 -10.10 2.53
C -2.91 -0.26 -4.45
H 5.87 4.30 2.89
H -0.67 0.38 -1.88
O -7.89 4.63 0.41
C 2.61 -7.16 -1.72
H 2.59 -6.73 2.64
H 4.43 7.96 1.23
H -9.72 0.37 -0.37
H -8.16 -1.45 -4.55
H -1.29 -1.78 -0.13
H 3.25 -1.91 -2.07
H -1.89 -2.98 -2.38
H -2.81 1.15 0.94
H 5.19 0.17 6.70
H -0.55 7.77 5.82
H -8.99 2.74 2.32
H 0.17 8.73 6.94
O -7.13 2.53 4.76
H -6.76 3.92 -3.88
P -5.51 -0.39 -5.41
H 6.36 -3.61 -1.58
H -0.45 -3.87 -5.92
H 3.52 2.52 0.40
H -9.74 3.51 -1.96
C 0.76 -1.49 1.67
H -8.25 -0.78 -6.11
H 3.24 4.09 2.16
O -0.37 -7.47 1.11
P 0.78 5.40 6.96
C 2.78 -0.31 6.69
C -3.54 2.23 4.37
H 1.41 -4.79 -1.29
H 0.77 2.22 -3.55
C -5.01 3.93 0.57
H 1.02 1.98 -6.70
H -2.34 0.09 -1.64
C -0.69 -3.23 -5.07
C 2.94 -0.27 0.91
O 0.92 1.71 -0.17
H -4.38 3.34 1.25
H 2.72 -8.18 -2.07
H 6.82 7.86 1.89
C -0.99 0.36 0.26
C -0.85 -3.27 -2.56
H -5.93 -0.15 4.56
H -3.20 1.89 3.40
C 4.47 2.82 -0.04
H -8.11 0.07 0.06
H 1.32 -1.81 2.55
H 4.60 -6.11 -5.80
H 6.88 4.64 -1.35
H 8.18 -2.32 -5.19
H -5.04 2.04 -6.89
H -2.46 3.82 6.12
H -1.70 -9.26 -0.47
H -2.52 -1.17 0.87
H 3.53 -6.76 1.05
H -5.86 2.82 -2.93
H 1.03 -9.86 2.57
C 1.41 0.73 2.67
C -0.53 7.89 6.90
N -6.40 -1.79 -5.70
C 1.44 1.35 -3.60
H 6.10 8.22 -0.84
N -7.69 3.44 -1.97
H -5.78 4.45 -2.49
H 3.37 3.91 8.99
N 4.21 -4.12 -5.42
C -4.51 -1.14 -2.96
H 0.26 0.39 -6.42
H 5.67 6.70 -1.70
H -0.17 3.40 4.48
N -8.54 2.07 0.26
H 1.70 -5.05 0.41
C -5.95 2.74 4.74
H 1.51 1.52 -0.90
H 7.21 -2.67 -6.56
C 0.09 3.15 5.51
C -5.88 -3.20 -5.85
H 1.89 1.66 2.35
H -2.15 -0.87 -3.96
H 0.10 -2.55 -4.76
O 6.98 4.44 -0.42
C -4.34 1.29 -7.26
C 5.76 3.51 2.15
H -0.21 2.01 -5.63
*
```



Record 6
# C6H12O

A cluster of 2 separate species, C6H12O in total (ωB97M-V with the def2-TZVPD basis set, the Open Molecules 2025 dataset).

Calculated values
- ΔE to the lowest compared entry with this formula, charge and spin (eV) = 2.038
- SMILES = C=C1C[C@@H]1CC.O

The geometry in ORCA input format:
```
! RIJCOSX wB97M-V def2-TZVPD def2/J DEFGRID3
* xyz 0 1
H 2.32 -0.18 -1.21
C -0.91 -0.40 -0.11
H 1.54 -0.47 1.76
H -1.37 0.40 -2.12
C 0.30 0.25 -0.63
O -2.33 2.08 -0.14
C 2.21 -0.15 0.96
H -2.38 1.20 0.27
H 3.17 -0.67 1.10
C -0.77 -0.32 -1.57
H 1.44 -1.54 -0.50
C -1.57 -0.91 0.92
H -2.48 -1.49 0.77
H 2.39 0.92 1.08
H 0.33 1.34 -0.61
H -1.23 -0.76 1.94
H -0.55 -1.25 -2.09
H -1.75 2.56 0.46
C 1.61 -0.46 -0.41
*
```



Summary of total energy in hartree
-5403.6570, -348.0558, -940.9999, -5839.9663, -6063.7738, -310.9844
(order as listed above)